Entry 1:
The following is a DFT calculation (ωB97M-V/def2-TZVPD) of a molecular structure, C83H188As2F12NOP5.

```
292
Properties=species:S:1:pos:R:3
C -2.95 -9.92 -0.08
C -3.87 -8.68 0.10
C -3.27 -7.43 -0.44
C -3.82 -6.10 0.06
P -2.74 -4.71 -0.01
C -3.69 -3.24 0.25
C -3.04 -1.90 0.15
C -2.11 -1.54 1.37
C -2.89 -1.55 2.67
C -1.59 -4.93 1.37
C -0.77 -6.16 1.57
C 0.16 -5.92 2.78
C 1.09 -7.17 2.91
C -2.09 -4.80 -1.69
C -3.17 -4.42 -2.68
C -2.87 -4.77 -4.20
C -1.67 -3.93 -4.67
H -2.03 -9.80 0.43
H -2.68 -9.90 -1.17
H -3.42 -10.90 0.13
H -4.02 -8.40 1.16
H -4.86 -8.91 -0.28
H -3.35 -7.51 -1.57
H -2.24 -7.37 -0.15
H -4.13 -6.19 1.12
H -4.82 -5.95 -0.36
H -4.08 -3.43 1.24
H -4.55 -3.36 -0.44
H -3.82 -1.10 0.05
H -2.43 -1.95 -0.75
H -1.85 -0.52 1.14
H -1.23 -2.22 1.35
H -3.82 -1.01 2.60
H -2.20 -1.02 3.40
H -3.03 -2.59 3.14
H -2.11 -4.68 2.28
H -0.90 -4.05 1.22
H -0.16 -6.48 0.71
H -1.46 -6.96 1.79
H -0.36 -5.80 3.71
H 0.79 -5.07 2.46
H 1.45 -7.39 1.93
H 0.48 -8.01 3.27
H 1.97 -6.90 3.51
H -1.64 -5.80 -1.73
H -1.20 -4.12 -1.73
H -3.46 -3.37 -2.55
H -4.12 -4.98 -2.46
H -3.72 -4.44 -4.71
H -2.80 -5.84 -4.26
H -0.80 -4.17 -4.07
H -1.98 -2.89 -4.58
H -1.42 -4.11 -5.73
C 5.22 -5.14 3.56
C 4.76 -5.34 4.99
C 4.24 -4.10 5.63
C 2.89 -3.66 5.05
P 2.39 -1.87 5.32
C 0.63 -1.75 5.07
C -0.03 -2.34 6.30
C -1.53 -2.17 6.38
C -1.89 -0.70 6.53
C 3.12 -1.43 6.93
C 2.64 -0.24 7.72
C 2.92 -0.47 9.21
C 1.92 -1.44 9.85
C 3.08 -0.77 4.01
C 4.55 -0.90 3.54
C 5.12 0.32 2.76
C 6.22 0.00 1.81
H 4.53 -4.44 3.08
H 5.53 -5.98 2.95
H 6.05 -4.49 3.65
H 5.63 -5.75 5.56
H 3.96 -6.05 5.09
H 4.96 -3.32 5.40
H 4.10 -4.32 6.65
H 2.02 -4.22 5.35
H 2.90 -3.77 3.96
H 0.48 -2.13 4.10
H 0.37 -0.66 4.91
H 0.45 -2.15 7.28
H 0.20 -3.41 6.18
H -1.86 -2.67 7.31
H -2.07 -2.77 5.65
H -1.89 -0.07 5.53
H -1.27 -0.20 7.32
H -2.89 -0.65 6.96
H 4.20 -1.42 6.76
H 3.04 -2.41 7.50
H 1.57 -0.07 7.53
H 3.13 0.70 7.34
H 2.96 0.45 9.80
H 3.92 -0.90 9.34
H 2.32 -1.86 10.81
H 1.74 -2.33 9.21
H 0.92 -0.95 9.95
H 2.77 0.22 4.45
H 2.47 -1.00 3.12
H 4.66 -1.77 2.90
H 5.21 -1.07 4.39
H 5.42 1.10 3.51
H 4.28 0.75 2.21
H 7.17 -0.25 2.26
H 6.36 0.78 1.02
H 5.91 -0.88 1.19
C -1.22 3.84 -9.36
C 0.15 3.20 -8.96
C 1.18 4.25 -8.69
C 0.74 5.16 -7.54
P 2.10 5.49 -6.36
C 2.57 3.84 -5.70
C 1.63 3.31 -4.60
C 2.21 2.02 -3.97
C 2.57 0.83 -4.91
C 3.54 6.11 -7.15
C 3.40 7.68 -7.55
C 4.67 8.18 -8.29
C 4.73 9.76 -8.42
C 1.59 6.59 -5.04
C 2.79 6.91 -4.17
C 2.25 7.59 -2.83
C 3.20 7.44 -1.67
H -1.11 4.42 -10.29
H -1.50 4.55 -8.53
H -2.06 3.15 -9.44
H 0.56 2.64 -9.81
H 0.13 2.53 -8.10
H 1.23 4.86 -9.58
H 2.19 3.80 -8.61
H -0.05 4.69 -6.86
H 0.30 6.17 -7.89
H 3.66 3.85 -5.45
H 2.47 3.23 -6.62
H 0.54 3.20 -5.02
H 1.59 4.06 -3.75
H 1.56 1.65 -3.21
H 3.14 2.32 -3.42
H 3.43 1.10 -5.48
H 1.79 0.54 -5.58
H 2.96 0.04 -4.23
H 3.70 5.67 -8.10
H 4.51 5.98 -6.63
H 3.34 8.23 -6.63
H 2.51 7.80 -8.11
H 4.64 7.74 -9.30
H 5.57 7.89 -7.81
H 3.79 10.18 -8.74
H 5.55 9.96 -9.04
H 4.93 10.14 -7.40
H 0.87 6.01 -4.45
H 1.17 7.44 -5.44
H 3.58 7.55 -4.64
H 3.32 6.05 -3.86
H 1.36 7.03 -2.55
H 2.05 8.59 -3.09
H 3.07 6.48 -1.16
H 3.03 8.16 -0.82
H 4.27 7.37 -1.94
C -9.40 5.55 9.78
C -9.73 6.12 8.34
C -9.24 5.19 7.20
C -9.34 5.83 5.83
P -9.09 4.66 4.48
C -10.37 3.42 4.68
C -11.80 3.89 4.99
C -12.43 4.61 3.84
C -13.95 4.83 4.01
C -9.09 5.63 2.87
C -9.44 5.00 1.52
C -8.76 3.73 1.10
C -9.05 3.35 -0.32
C -7.45 3.83 4.68
C -6.16 4.66 4.50
C -4.94 3.79 4.72
C -4.88 2.55 3.83
H -9.46 6.39 10.46
H -8.43 5.14 9.80
H -10.11 4.79 10.01
H -9.36 7.13 8.15
H -10.83 6.13 8.25
H -9.79 4.31 7.31
H -8.17 4.94 7.31
H -8.76 6.75 5.81
H -10.38 6.16 5.61
H -9.93 2.78 5.49
H -10.41 2.70 3.92
H -11.79 4.44 5.96
H -12.40 3.00 5.27
H -12.26 4.02 2.96
H -11.93 5.56 3.52
H -14.53 3.96 4.19
H -14.47 5.35 3.14
H -14.14 5.47 4.85
H -8.05 6.08 2.88
H -9.66 6.56 3.08
H -9.17 5.82 0.88
H -10.51 4.88 1.44
H -9.10 2.89 1.71
H -7.66 3.82 1.08
H -8.64 2.32 -0.44
H -8.60 4.00 -1.04
H -10.12 3.37 -0.60
H -7.36 3.05 3.95
H -7.61 3.41 5.72
H -6.06 5.51 5.15
H -6.17 5.04 3.47
H -4.89 3.49 5.75
H -3.95 4.27 4.51
H -5.60 1.82 4.17
H -3.85 2.13 4.01
H -4.92 2.75 2.78
C 10.36 -3.62 -6.50
C 9.76 -2.75 -5.35
C 8.33 -2.50 -5.39
C 7.43 -3.77 -5.08
P 5.72 -3.20 -4.55
C 4.52 -4.55 -4.59
C 3.20 -4.25 -3.86
C 2.41 -5.55 -3.58
C 3.01 -6.42 -2.55
C 5.93 -2.43 -2.93
C 6.17 -3.49 -1.87
C 6.73 -2.85 -0.54
C 6.81 -3.91 0.63
C 5.25 -1.87 -5.70
C 5.42 -2.24 -7.13
C 4.38 -1.68 -8.12
C 4.68 -2.09 -9.57
H 11.43 -3.74 -6.49
H 10.04 -3.26 -7.45
H 10.00 -4.63 -6.45
H 10.26 -1.76 -5.35
H 10.05 -3.11 -4.42
H 8.05 -2.24 -6.36
H 7.98 -1.68 -4.80
H 7.79 -4.41 -4.27
H 7.45 -4.43 -5.95
H 5.09 -5.38 -4.12
H 4.33 -4.86 -5.64
H 2.59 -3.54 -4.53
H 3.37 -3.74 -2.89
H 2.23 -6.05 -4.51
H 1.50 -5.20 -3.11
H 3.19 -5.91 -1.62
H 3.89 -6.97 -2.92
H 2.32 -7.28 -2.25
H 5.02 -1.87 -2.74
H 6.72 -1.67 -3.09
H 6.86 -4.19 -2.29
H 5.31 -4.05 -1.69
H 6.09 -1.98 -0.29
H 7.76 -2.36 -0.85
H 5.87 -4.28 0.98
H 7.42 -3.52 1.49
H 7.33 -4.80 0.24
H 5.90 -1.03 -5.41
H 4.24 -1.59 -5.41
H 5.51 -3.30 -7.22
H 6.41 -1.96 -7.42
H 4.40 -0.58 -7.94
H 3.50 -2.11 -7.71
H 4.56 -1.20 -10.15
H 4.01 -2.82 -10.03
H 5.76 -2.27 -9.75
C -1.47 2.29 0.49
C -0.04 2.47 0.10
O 0.33 3.32 -0.67
N 1.08 1.68 0.72
H 0.88 1.60 1.76
H 0.90 0.74 0.33
C 2.43 2.24 0.44
H -1.62 2.27 1.54
H -1.89 1.37 0.13
H -2.05 3.11 0.05
H 2.52 2.57 -0.57
H 3.12 1.51 0.78
H 2.60 3.08 1.15
As 2.09 -2.15 -0.13
F 0.77 -0.88 -0.30
F 2.83 -1.91 -1.62
F 3.27 -3.43 0.23
F 1.36 -2.33 1.46
F 1.03 -3.25 -0.81
F 3.15 -0.89 0.51
As 0.26 2.55 4.24
F 1.85 2.32 3.48
F 0.77 1.52 5.59
F -1.31 2.72 4.88
F -0.12 3.54 2.86
F -0.13 1.12 3.24
F 0.85 3.93 5.01
```

net charge	+4
LUMO energy	-5.99	eV
frontier orbital gap	10.69	eV

Here are the Mulliken charges for atoms 1 to 4, given in e:
1. C -1.21
2. C -0.70
3. C -0.39
4. C -1.37

Entry 2:
The following is a DFT calculation (ωB97M-V/def2-TZVPD) of a single C23H33N5O2 molecule.

```
63
Properties=species:S:1:pos:R:3
C 1.03 5.43 -3.09
C 1.99 4.49 -2.39
C 2.17 3.19 -3.18
N 0.91 2.50 -3.38
C 0.95 1.58 -4.50
C -0.45 1.00 -4.73
N -0.97 0.29 -3.58
C -0.38 -1.02 -3.34
C -1.43 -1.97 -2.74
C -0.85 -3.36 -2.47
N 0.13 -3.33 -1.42
C -0.09 -3.86 -0.20
O -1.04 -4.54 0.11
C 1.04 -3.53 0.80
N 0.90 -2.18 1.30
N 0.34 -2.09 2.49
C 0.14 -0.93 3.05
C -0.49 -0.94 4.37
C -0.32 0.10 5.28
C -0.93 0.06 6.52
C -1.73 -1.01 6.89
C -2.40 -1.05 8.22
C -1.90 -2.05 5.98
C -1.29 -2.02 4.74
C 0.53 0.27 2.38
C 1.11 0.18 1.16
C 1.32 -1.10 0.54
O 1.81 -1.28 -0.58
C -0.92 1.17 -2.42
C 0.47 1.78 -2.19
H 0.07 4.93 -3.25
H 0.87 6.33 -2.50
H 1.42 5.72 -4.07
H 1.62 4.27 -1.39
H 2.97 4.96 -2.29
H 2.57 3.44 -4.16
H 2.91 2.54 -2.67
H 1.26 2.13 -5.39
H 1.67 0.76 -4.34
H -0.45 0.33 -5.59
H -1.14 1.83 -4.93
H 0.50 -0.97 -2.69
H -0.06 -1.43 -4.30
H -1.80 -1.55 -1.81
H -2.26 -2.05 -3.43
H -0.39 -3.75 -3.38
H -1.64 -4.04 -2.15
H 0.91 -2.69 -1.52
H 0.97 -4.20 1.65
H 2.02 -3.61 0.30
H 0.32 0.94 5.03
H -0.77 0.88 7.21
H -2.04 -0.26 8.87
H -2.23 -2.01 8.71
H -3.48 -0.93 8.10
H -2.51 -2.90 6.26
H -1.43 -2.83 4.04
H 0.34 1.23 2.84
H 1.42 1.05 0.61
H -1.23 0.62 -1.53
H -1.63 1.98 -2.60
H 0.41 2.49 -1.36
H 1.19 0.99 -1.92
```

net charge	0
structure (SMILES)	CCCN1CCN(CCCNC(=O)Cn2nc(-c3ccc(C)cc3)ccc2=O)CC1
LUMO energy	-0.14	eV
frontier orbital gap	7.88	eV
energy above the lowest of the compared OMol25 structures with the same formula, charge and spin	1.908	eV

Here are the natural (NBO) charges for atoms 1 to 4, given in e:
1. C -0.61
2. C -0.40
3. C -0.21
4. N -0.46

Entry 3:
The following is a DFT calculation (ωB97M-V/def2-TZVPD) of a single C5H9NO4 molecule.

```
19
Properties=species:S:1:pos:R:3
N -1.95 -0.19 0.94
C -1.27 -0.82 -0.18
C 0.02 -0.03 -0.46
C -0.33 1.45 -0.43
O 0.02 2.24 0.41
O -1.24 1.91 -1.40
C 1.11 -0.37 0.58
O 1.29 -1.75 0.68
C 2.43 0.29 0.24
O 3.44 -0.36 0.12
H -2.58 -0.83 1.42
H -2.52 0.64 0.60
H -1.88 -0.83 -1.10
H -1.04 -1.86 0.06
H 0.37 -0.29 -1.47
H -1.29 1.30 -2.15
H 0.79 0.05 1.55
H 2.22 -1.94 0.51
H 2.42 1.39 0.08
```

net charge	0
structure (SMILES)	NC[C@@H](C(=O)O)[C@@H](O)C=O
LUMO energy	0.38	eV
frontier orbital gap	10.25	eV
energy above the lowest of the compared OMol25 structures with the same formula, charge and spin	1.514	eV

Here are the natural (NBO) charges for atoms 1 to 4, given in e:
1. N -0.85
2. C -0.21
3. C -0.36
4. C 0.80

> What is the formula in the third record?

C5H9NO4

> Which formula does entry 3 have?

C5H9NO4

> Which value of net charge does entry 3 give?

0